[1]
Below is C3H6NO as an isolated structure, with properties calculated with ωB97M-V/def2-TZVPD.

Structure (XYZ):
```
11
C3H6NO | the OMol25 dataset | ωB97M-V/def2-TZVPD
O 0.909 0.961 -0.620
N -0.519 -0.151 0.513
C 0.975 -0.140 0.333
C 0.112 -1.320 -0.166
C -0.477 1.078 -0.332
H 0.103 -2.058 0.527
H -0.188 -1.267 -1.250
H 1.852 -0.082 0.938
H -0.739 2.067 0.101
H -1.057 -0.185 1.316
H -0.971 1.097 -1.359
```

- Gap between HOMO and LUMO: 0.4469 Eh
- Net charge: +1
- ΔE to the lowest compared entry with this formula, charge and spin: 259.7 kJ/mol
- E_LUMO: -3.60 eV
- Highest occupied orbital energy: -15.76 eV

Atomic partial charges in e from the Mulliken method, atoms 1 to 6: number 1, O, carries -0.324; number 2, N, carries -0.036; number 3, C, carries 0.113; number 4, C, carries -0.352; number 5, C, carries -0.196; number 6, H, carries 0.358

***

[2]
Below is C7H8N4O in the gas phase, with properties calculated with ωB97M-V/def2-TZVPD.

Structure (XYZ):
```
20
C7H8N4O | the OMol25 dataset | ωB97M-V/def2-TZVPD
O 3.155 -1.206 1.839
N 1.273 -0.238 1.456
N -1.709 0.741 -1.295
N 2.168 -1.604 -0.191
N -0.791 0.991 0.929
C 2.252 -1.107 1.068
C 0.069 -0.669 -0.495
C -1.637 1.270 0.011
C -0.884 -0.245 -1.444
C -2.405 2.623 0.187
C 0.184 0.091 0.651
C 0.885 -1.923 -0.758
H -0.865 -0.685 -2.408
H -1.543 3.370 0.677
H -3.343 2.330 0.821
H 0.300 -2.625 -0.133
H -2.699 3.144 -0.837
H 3.065 -2.139 -0.423
H 1.641 0.320 2.202
H 0.883 -2.437 -1.856
```

- Gap between HOMO and LUMO: 0.3557 Eh
- Net charge: 0
- ΔE to the lowest compared entry with this formula, charge and spin: 94.7 kJ/mol
- E_LUMO: 0.57 eV
- SMILES: Cc1ncc2c(n1)NC(=O)NC2
- Highest occupied orbital energy: -9.11 eV

Atomic partial charges in e from the Mulliken method, atoms 1 to 6: number 1, O, carries -0.627; number 2, N, carries -0.126; number 3, N, carries -0.608; number 4, N, carries -0.195; number 5, N, carries -0.587; number 6, C, carries 0.207

***

[3]
Below is C3H4INOS in the gas phase, with properties calculated with ωB97M-V/def2-TZVPD.

Structure (XYZ):
```
11
C3H4INOS | the OMol25 dataset | ωB97M-V/def2-TZVPD
I -2.814 -0.964 -0.599
S -0.483 1.243 -1.578
O 0.018 -2.155 -0.243
N -0.841 1.371 0.134
C 0.201 -0.992 0.025
C -0.929 0.065 -0.293
C 1.360 -0.248 0.506
H 1.832 0.153 -0.295
H 2.086 -0.907 0.876
H -1.690 1.933 0.314
H 1.260 0.501 1.153
```

- Gap between HOMO and LUMO: 0.3316 Eh
- Net charge: 0
- ΔE to the lowest compared entry with this formula, charge and spin: 191.4 kJ/mol
- E_LUMO: 0.08 eV
- SMILES: CC(=O)[C@@]1(I)NS1
- Highest occupied orbital energy: -8.95 eV

Atomic partial charges in e from the Mulliken method, atoms 1 to 6: number 1, I, carries 0.087; number 2, S, carries -0.076; number 3, O, carries -0.503; number 4, N, carries -0.485; number 5, C, carries 0.737; number 6, C, carries 0.167

***

[4]
Below is C29H27F5N3O3SbV as an isolated structure, with properties calculated with ωB97M-V/def2-TZVPD.

Structure (XYZ):
```
69
C29H27F5N3O3SbV | the OMol25 dataset | ωB97M-V/def2-TZVPD
Sb 1.307 -3.261 1.600
V 0.261 -0.140 0.032
F 3.660 -1.625 -1.962
F 6.126 -3.473 -0.441
F 1.556 0.604 -0.969
F 4.769 -1.243 -0.214
F 5.699 -1.062 -2.150
O -0.895 0.816 -0.759
O -3.422 4.389 -2.719
O -0.409 0.952 1.701
N 0.590 -1.949 -1.126
N -1.100 -1.575 1.005
N 1.907 -0.246 1.414
C 1.416 -4.205 -1.188
C -3.302 -1.665 1.898
C -2.419 -1.377 0.850
C 2.534 0.859 1.785
C -1.900 2.443 0.571
C -0.647 -2.326 2.015
C -2.721 4.324 -3.969
C -2.748 -2.198 3.060
C 0.563 -3.166 -3.122
C -3.011 -0.874 -0.434
C 1.092 -4.282 -2.534
C 3.980 -0.358 3.230
C 5.412 -3.296 -1.513
C 3.599 0.856 2.683
C 0.343 -1.968 -2.423
C -1.718 1.952 -0.706
C 1.988 2.197 1.333
C -2.258 2.527 -1.870
C 3.359 -1.509 2.787
C -2.744 3.594 0.692
C 1.103 -3.059 -0.535
C -1.557 2.465 3.120
C 2.313 -1.392 1.922
C -1.487 -2.726 3.001
C 4.832 -1.799 -1.439
C -3.085 3.668 -1.698
C -0.025 -0.786 -3.217
C -3.393 4.136 -0.405
C -1.266 1.870 1.744
H 0.294 -3.236 -4.158
H -3.970 -1.419 -0.518
H -1.120 -3.410 3.748
H 1.319 2.248 0.500
H -1.735 3.905 -3.864
H -1.917 2.154 -2.833
H -4.390 -1.572 1.788
H 0.567 0.157 -3.055
H 0.032 -1.076 -4.268
H -1.058 -0.413 -3.043
H 2.906 2.778 1.058
H -2.656 5.293 -4.366
H 1.569 2.719 2.230
H -1.102 1.793 3.873
H 4.093 1.767 2.957
H -3.298 3.696 -4.700
H -3.387 -2.559 3.874
H -0.877 3.410 3.231
H -2.374 -1.101 -1.245
H 1.733 -5.059 -0.618
H -2.603 2.736 3.315
H -3.285 0.217 -0.352
H 1.346 -5.160 -3.116
H 4.831 -0.422 3.898
H -4.048 5.019 -0.369
H 3.681 -2.449 3.236
H -2.848 3.891 1.747
```

- 2S+1: 2
- Gap between HOMO and LUMO (spin up / spin down): 0.2653 / 0.2846 Eh
- Net charge: +2
- Expectation value of S²: 0.76
- ΔE to the lowest compared entry with this formula, charge and spin: 64.8 kJ/mol
- E_LUMO (spin up / spin down): -7.16 / -6.64 eV
- Highest occupied orbital energy (spin up / spin down): -14.38 / -14.39 eV

Atomic partial charges in e from the Mulliken method, atoms 1 to 6: number 1, Sb, carries 0.994; number 2, V, carries -0.369; number 3, F, carries -0.184; number 4, F, carries -0.061; number 5, F, carries -0.521; number 6, F, carries -0.214

***

[5]
Below is C3H4N4O in the gas phase, with properties calculated with ωB97M-V/def2-TZVPD.

Structure (XYZ):
```
12
C3H4N4O | the OMol25 dataset | ωB97M-V/def2-TZVPD
O -0.215 1.230 2.520
N 0.545 0.582 0.464
N -1.893 -0.583 0.154
N -1.617 0.204 1.183
N 1.435 -0.165 -1.514
C 0.261 -0.051 -0.689
C -0.373 0.669 1.346
C -0.969 -0.652 -0.787
H 1.218 -0.443 -2.502
H 0.731 1.308 2.675
H 2.075 -0.867 -1.187
H -1.197 -1.232 -1.664
```

- Gap between HOMO and LUMO: 0.3436 Eh
- Net charge: 0
- ΔE to the lowest compared entry with this formula, charge and spin: 146.2 kJ/mol
- E_LUMO: 0.00 eV
- SMILES: Nc1cnnc(O)n1
- Highest occupied orbital energy: -9.35 eV

Atomic partial charges in e from the Mulliken method, atoms 1 to 6: number 1, O, carries -0.454; number 2, N, carries -0.468; number 3, N, carries -0.364; number 4, N, carries -0.374; number 5, N, carries -0.530; number 6, C, carries 0.673

***

[6]
Below is C2H5BeO8 as an isolated structure, with properties calculated with ωB97M-V/def2-TZVPD.

Structure (XYZ):
```
16
C2H5BeO8 | the OMol25 dataset | ωB97M-V/def2-TZVPD
O -1.310 0.631 1.083
O 0.586 -3.029 0.148
O 0.568 -1.166 1.293
O -1.362 -2.226 0.893
O -0.374 1.122 -2.760
O 2.570 2.266 -0.206
O 1.318 1.359 1.461
O 0.737 0.722 -0.389
C -0.004 -2.174 0.804
C 1.518 1.626 0.239
Be 0.318 0.359 0.949
H 0.153 0.914 -1.947
H -1.960 0.021 0.838
H -1.537 -3.060 0.475
H -1.551 1.350 0.504
H 0.333 1.285 -3.385
```

- Gap between HOMO and LUMO: 0.3033 Eh
- Net charge: -1
- E_LUMO: 2.74 eV
- Highest occupied orbital energy: -5.52 eV

Atomic partial charges in e from the Mulliken method, atoms 1 to 6: number 1, O, carries -0.236; number 2, O, carries -0.659; number 3, O, carries -0.291; number 4, O, carries -0.502; number 5, O, carries -0.690; number 6, O, carries -0.740

***

[7]
Below is C4H10 in the gas phase, with properties calculated with ωB97M-V/def2-TZVPD.

Structure (XYZ):
```
14
C4H10 | the OMol25 dataset | ωB97M-V/def2-TZVPD
C 1.223 -0.683 -0.352
C -0.540 0.977 -0.919
C -0.780 -0.420 1.181
C 0.193 0.285 0.234
H -0.246 -0.911 2.002
H 0.745 1.034 0.823
H 0.110 1.688 -1.440
H 0.749 -1.327 -1.109
H 2.027 -0.129 -0.849
H -1.447 1.499 -0.601
H -1.489 0.291 1.624
H -0.846 0.218 -1.655
H -1.362 -1.186 0.652
H 1.663 -1.337 0.408
```

- Gap between HOMO and LUMO: 0.4610 Eh
- Net charge: 0
- ΔE to the lowest compared entry with this formula, charge and spin: 4.7 kJ/mol
- E_LUMO: 1.24 eV
- SMILES: CC(C)C
- Highest occupied orbital energy: -11.30 eV

Atomic partial charges in e from the Mulliken method, atoms 1 to 6: number 1, C, carries -1.361; number 2, C, carries -1.343; number 3, C, carries -1.395; number 4, C, carries 0.839; number 5, H, carries 0.365; number 6, H, carries 0.171

***

[8]
Below is a 2-piece molecular cluster, C9H9F2N3O overall, with properties calculated with ωB97M-V/def2-TZVPD.

Structure (XYZ):
```
24
C9H9F2N3O | the OMol25 dataset | ωB97M-V/def2-TZVPD
F 0.961 -0.073 -2.145
F 2.295 -1.842 -2.045
O 2.008 1.803 0.996
N -1.545 3.038 -0.286
N -0.393 2.820 0.294
N -0.073 1.521 0.335
C -3.030 1.448 -1.471
C 3.249 1.493 1.625
C -3.148 0.115 -1.763
C -1.187 -0.550 -0.475
C -2.006 1.783 -0.614
C -1.055 0.820 -0.188
C -2.245 -0.881 -1.301
C 2.052 -0.589 -1.660
C 1.070 0.877 0.779
H 3.281 0.513 2.093
H 3.942 1.253 0.776
H 3.628 2.278 2.175
H -3.930 -0.286 -2.334
H -3.831 2.055 -1.809
H -2.355 -1.917 -1.637
H -0.386 -1.281 -0.013
H 2.907 0.051 -1.546
H 1.921 -0.648 -0.589
```

- Gap between HOMO and LUMO: 0.3234 Eh
- Net charge: 0
- ΔE to the lowest compared entry with this formula, charge and spin: 198.9 kJ/mol
- E_LUMO: -0.32 eV
- Highest occupied orbital energy: -9.12 eV

Atomic partial charges in e from the Mulliken method, atoms 1 to 6: number 1, F, carries -0.189; number 2, F, carries -0.290; number 3, O, carries -0.240; number 4, N, carries -0.646; number 5, N, carries -0.392; number 6, N, carries 0.989

***

[9]
Below is C2H3N3O in the gas phase, with properties calculated with ωB97M-V/def2-TZVPD.

Structure (XYZ):
```
9
C2H3N3O | the OMol25 dataset | ωB97M-V/def2-TZVPD
O -0.731 0.528 0.545
N -0.393 -1.498 -0.296
N 0.640 -0.713 -0.653
N 1.147 1.512 -0.095
C -1.195 -0.803 0.431
C 0.363 0.461 -0.101
H -2.193 -1.021 0.845
H 1.111 2.435 0.418
H 2.158 1.303 -0.287
```

- Gap between HOMO and LUMO: 0.3499 Eh
- Net charge: 0
- ΔE to the lowest compared entry with this formula, charge and spin: 133.0 kJ/mol
- E_LUMO: 0.69 eV
- SMILES: Nc1nnco1
- Highest occupied orbital energy: -8.83 eV

Atomic partial charges in e from the Mulliken method, atoms 1 to 6: number 1, O, carries -0.315; number 2, N, carries -0.252; number 3, N, carries -0.499; number 4, N, carries -0.448; number 5, C, carries -0.009; number 6, C, carries 0.649

***

[10]
Below is C5H8O as an isolated structure, with properties calculated with ωB97M-V/def2-TZVPD.

Structure (XYZ):
```
14
C5H8O | the OMol25 dataset | ωB97M-V/def2-TZVPD
O -1.527 1.186 0.254
C 1.462 -0.405 -0.674
C -0.118 1.313 0.558
C -0.840 -1.021 0.634
C 0.174 -0.071 0.018
C -1.259 -0.053 -0.416
H 1.400 -1.314 -1.280
H -1.248 -0.779 1.613
H 0.307 2.101 -0.075
H -0.772 -2.081 0.403
H 2.263 -0.540 0.063
H 1.754 0.423 -1.333
H 0.126 1.508 1.611
H -1.722 -0.267 -1.375
```

- Gap between HOMO and LUMO: 0.3789 Eh
- Net charge: 0
- ΔE to the lowest compared entry with this formula, charge and spin: 227.9 kJ/mol
- E_LUMO: 1.06 eV
- Highest occupied orbital energy: -9.25 eV

Atomic partial charges in e from the Mulliken method, atoms 1 to 6: number 1, O, carries -0.433; number 2, C, carries -1.418; number 3, C, carries -0.429; number 4, C, carries -0.738; number 5, C, carries 0.710; number 6, C, carries -0.090

***

[11]
Below is a 6-piece molecular cluster, C5H20N2O6 overall, with properties calculated with ωB97M-V/def2-TZVPD.

Structure (XYZ):
```
33
C5H20N2O6 | the OMol25 dataset | ωB97M-V/def2-TZVPD
O -3.815 -0.314 -0.904
O -2.036 1.693 2.237
O 0.060 0.157 2.868
O -2.777 2.120 -0.313
O 1.289 -2.530 0.894
O 2.423 -0.947 2.687
N 1.432 -1.140 -0.900
N -0.155 -2.844 -0.798
C 0.985 -0.520 -2.157
C 0.916 3.130 -1.580
C 0.910 -2.194 -0.249
C 1.686 0.821 -2.262
C 1.319 1.905 -1.313
H 1.541 1.198 -3.288
H 0.659 3.783 -0.770
H -1.158 1.215 2.202
H -0.461 -3.773 -0.492
H 2.377 -1.696 2.012
H 0.494 3.563 -2.491
H -3.318 0.426 -0.507
H -0.751 -2.380 -1.456
H 1.308 -1.169 -2.949
H -0.093 -0.414 -2.102
H 2.131 -0.715 -0.372
H -2.102 2.210 3.082
H -4.535 0.138 -1.468
H 2.391 -1.342 3.530
H 1.285 1.538 -0.287
H -0.583 -0.560 2.839
H -3.477 2.718 -0.054
H 2.730 0.623 -2.491
H -2.377 1.928 0.566
H 0.811 -0.277 2.402
```

- Gap between HOMO and LUMO: 0.3856 Eh
- Net charge: 0
- ΔE to the lowest compared entry with this formula, charge and spin: 166.7 kJ/mol
- E_LUMO: 0.64 eV
- SMILES: C=CCCNC(N)=O.O.O.O.O.O
- Highest occupied orbital energy: -9.85 eV

Atomic partial charges in e from the Mulliken method, atoms 1 to 6: number 1, O, carries -0.697; number 2, O, carries -0.717; number 3, O, carries -0.765; number 4, O, carries -0.711; number 5, O, carries -0.786; number 6, O, carries -0.701

***

[12]
Below is a 2-piece molecular cluster, C4H13NOS overall, with properties calculated with ωB97M-V/def2-TZVPD.

Structure (XYZ):
```
20
C4H13NOS | the OMol25 dataset | ωB97M-V/def2-TZVPD
S 3.277 -0.608 1.785
O -3.701 0.378 -0.415
N 0.126 0.044 -1.135
C 0.344 0.534 0.262
C -0.406 1.097 -2.037
C 0.471 -0.610 1.251
C 1.800 -1.377 1.150
H 1.210 1.192 0.270
H -0.281 -1.376 1.052
H -0.554 1.095 0.536
H -2.760 0.198 -0.282
H 2.640 0.008 2.778
H -3.884 0.159 -1.337
H 0.262 -0.183 2.233
H 0.479 1.686 -2.259
H 1.658 -2.364 1.588
H -0.808 0.531 -2.874
H -1.219 1.727 -1.656
H 1.970 -1.498 0.079
H -0.622 -0.633 -0.989
```

- Gap between HOMO and LUMO: 0.3567 Eh
- Net charge: 0
- ΔE to the lowest compared entry with this formula, charge and spin: 97.2 kJ/mol
- E_LUMO: 0.67 eV
- SMILES: CNCCCS.O
- Highest occupied orbital energy: -9.04 eV

Atomic partial charges in e from the Mulliken method, atoms 1 to 6: number 1, S, carries -0.225; number 2, O, carries -0.659; number 3, N, carries -0.435; number 4, C, carries -0.574; number 5, C, carries -0.967; number 6, C, carries -0.695